No. 1
A structure of composition C26H32GaN6O10S2. Source: the Open Molecules 2025 dataset; level of theory: ωB97M-V/def2-TZVPD.

```
77
Properties=species:S:1:pos:R:3:forces:R:3:mulliken_charge:R:1
C -1.035504 3.441092 1.456280 0.006 -0.083 0.152 -0.413
O 3.909285 -2.901511 2.436252 -0.007 -0.001 0.003 -0.663
H 5.533279 -0.662261 2.643235 0.047 0.020 -0.040 0.591
N 3.363961 2.270237 0.196017 -0.256 0.553 0.407 1.143
C 0.402383 -0.267393 -2.816991 0.023 -0.074 0.029 0.614
H 0.222337 2.545941 -4.669284 0.001 0.005 -0.001 0.443
C 6.253499 -2.153098 -0.668257 -0.007 -0.023 0.035 -0.910
C -6.043765 -1.461620 -1.530363 0.016 0.027 0.017 -0.842
H -4.769844 -3.151680 -1.808524 0.005 0.008 0.004 0.456
C 1.081386 1.300317 0.151108 -0.016 -0.025 -0.192 -1.273
H -4.559475 1.988637 3.226895 0.010 -0.048 0.009 0.405
C -0.113460 1.676719 -4.120162 -0.024 -0.017 0.006 -0.866
C 3.593481 0.196175 2.552654 0.028 -0.055 -0.008 -1.341
H -5.100641 2.357300 1.584914 0.033 0.008 0.049 0.377
C 0.827680 0.849843 -3.520251 -0.006 0.051 -0.051 -0.546
H 5.593434 -3.858868 0.529957 -0.002 -0.004 -0.007 0.407
C -1.894655 0.271494 -3.336820 -0.009 0.083 -0.046 -0.352
C 4.768294 -0.507871 1.881285 -0.071 0.020 0.063 -0.791
C -2.410378 -2.121167 -1.462517 -0.027 -0.079 -0.040 -0.914
C -3.684542 -0.044724 -0.921915 -0.239 0.037 0.130 0.711
N -1.859423 2.328193 1.513607 -0.034 0.028 -0.075 0.323
H 2.713963 -1.228068 -3.671779 -0.021 0.024 -0.007 0.515
C -4.930014 0.587873 -0.902200 0.003 0.030 -0.036 -0.443
H 5.185351 0.063855 1.056410 -0.024 0.051 -0.018 0.522
S 4.306912 -2.126744 1.289836 0.013 0.017 -0.081 0.969
C -3.043004 2.740587 1.950005 -0.005 -0.004 0.056 0.689
H 0.880224 -0.863187 3.767564 -0.034 0.024 0.000 0.375
H 0.651445 1.835864 -0.679316 -0.033 0.052 0.041 1.326
H 0.047336 -1.736603 2.484717 -0.001 -0.029 -0.013 -0.034
H 7.132426 -2.670778 -1.048799 0.002 0.003 0.000 0.385
H -0.512910 -2.372031 -1.946189 -0.014 0.017 0.029 0.315
C -0.966595 -0.532320 -2.699408 0.011 -0.068 -0.071 0.452
S -2.580496 -1.600453 2.257765 -0.301 -0.036 -0.036 1.126
H -0.009519 3.393392 1.145993 0.052 -0.049 -0.046 0.548
C -4.279203 1.944752 2.173804 0.007 0.063 0.013 -1.005
H -3.747364 4.617218 2.533037 -0.005 -0.012 0.001 0.200
N 2.443512 0.469188 1.678614 -0.002 -0.018 0.058 0.471
C 5.817171 -2.795988 0.639623 0.016 0.056 -0.007 -0.602
C -6.083587 -0.103336 -1.211273 0.011 -0.030 -0.011 -0.759
H 3.220437 -0.419338 3.366903 -0.011 0.006 0.011 0.528
H -4.962618 1.631530 -0.614509 -0.001 -0.058 -0.056 0.643
H 1.782142 -1.968051 2.708872 -0.027 0.009 0.025 0.391
C 0.972223 -1.239316 2.747433 -0.009 0.055 -0.006 -1.370
C 2.604802 -1.126814 -2.590213 0.006 -0.057 -0.073 -0.892
C -4.825585 -2.096198 -1.569263 0.011 -0.011 0.001 -0.937
O -3.962069 -1.363960 1.903296 0.020 -0.176 0.069 -0.662
H -1.438134 5.554749 1.987613 -0.004 0.000 0.004 0.419
H -7.035214 0.411327 -1.177385 -0.005 -0.003 0.000 0.440
N -2.982552 4.063212 2.184849 0.008 0.033 -0.027 -0.027
H -2.947702 0.032783 -3.290100 0.071 0.016 -0.033 0.659
H -4.156800 0.897601 1.908452 -0.007 -0.023 0.031 0.070
O 3.366005 -1.935703 0.206038 0.048 -0.017 0.136 -0.444
O -2.280981 -2.678132 3.141679 0.149 0.065 0.002 -0.673
C -3.634882 -1.386276 -1.338654 -0.068 -0.091 0.099 0.963
O -1.743177 -1.664225 0.952673 -0.093 0.055 0.037 -0.502
C -1.466598 1.384009 -4.042069 0.028 0.013 0.000 -0.950
N -1.300185 -1.733384 -2.011041 0.143 0.071 0.021 0.358
O 1.226871 -1.169498 -2.224166 -0.010 0.042 0.012 -0.442
H 1.881041 1.069207 -3.618962 -0.024 0.006 0.005 0.454
H 5.463126 -2.224007 -1.412773 0.009 -0.003 -0.013 0.147
Ga -1.611922 0.356642 0.997029 0.419 -0.015 0.178 -0.067
O 3.082007 2.982583 -0.743842 0.097 -0.217 -0.180 -0.647
C 1.245573 -0.137725 1.792692 0.068 -0.032 -0.089 1.066
H 3.066496 -0.193435 -2.262312 0.019 -0.020 0.057 0.272
H 3.939477 1.139200 2.967052 -0.006 0.004 -0.034 0.395
H -2.193324 2.014961 -4.533558 0.005 0.006 -0.007 0.451
H 6.519512 -1.103878 -0.539147 -0.004 0.000 0.003 0.304
H 3.071131 -1.960053 -2.078061 -0.017 0.048 -0.019 0.187
O 4.389332 2.333869 0.849989 0.135 -0.226 -0.130 -0.664
C -1.723339 4.524310 1.880659 -0.018 -0.011 -0.032 -0.851
H 6.557217 -2.688615 1.433968 0.002 -0.063 0.008 0.432
H -6.953208 -2.009118 -1.730602 -0.003 0.009 -0.004 0.414
N 0.397485 0.373093 0.883225 -0.107 0.157 0.037 0.950
H -2.406544 -3.156977 -1.140966 -0.025 0.024 0.000 0.589
O -2.607799 0.634341 -0.536592 0.205 0.069 -0.158 -0.422
O -1.995123 -0.239962 2.768639 -0.207 0.003 -0.074 -0.542
C 2.339897 1.372269 0.637632 0.059 -0.183 -0.116 -0.649
```
Positions in Å, forces in eV/Å.

Summary:
Lowest unoccupied orbital energy ... -3.448 eV
Relative energy (zero: lowest compared OMol25 entry of this formula, charge and spin) ... 0.0 kcal per mole
Charge ... +1
DFT total energy ... -130938.4860 eV



No. 2
A structure of composition C26H32GeN2O7P2RhSi. Source: the Open Molecules 2025 dataset; level of theory: ωB97M-V/def2-TZVPD.

```
72
Properties=species:S:1:pos:R:3:forces:R:3:mulliken_charge:R:1
C -5.188800 -0.587163 0.119421 -0.200 0.173 0.585 -0.960
C 3.764270 1.846684 4.067646 -0.624 -0.043 0.079 -0.484
H -0.675441 0.348345 -5.051585 -0.042 -0.120 -0.158 0.464
C -1.140810 0.377217 -4.079336 0.215 -0.551 0.604 -0.949
C 3.962000 0.123866 2.401843 0.749 -0.203 -0.305 -0.500
H -3.181643 -0.346978 2.595243 0.228 -0.402 0.117 0.107
C 4.533821 1.002660 3.295301 0.788 0.268 0.350 -0.609
Si -4.052390 0.794859 0.619461 1.514 -1.007 -0.577 -0.119
C 0.417648 -1.453738 -3.238544 0.509 0.171 0.053 -1.130
H 4.613141 -0.592134 -3.548632 0.225 0.004 -0.403 0.467
N -2.573972 0.441208 -0.298933 0.061 -0.016 2.288 0.009
C -3.524758 0.655196 2.387309 -0.237 0.205 0.258 -0.806
H 0.028637 4.272694 -2.640830 0.029 0.066 -0.163 0.435
C 1.963066 1.150580 -1.301853 -0.170 -0.030 -0.336 -0.289
H -0.584828 3.296125 -0.445451 0.374 -0.094 -0.279 0.409
H -2.732800 1.357308 2.644940 0.183 0.044 -0.098 0.249
H 5.614170 1.034919 3.367641 0.025 0.029 0.081 0.385
C 0.591586 3.425822 -2.279227 -1.123 0.268 1.190 -0.486
H -2.500566 1.926544 -4.579222 -0.176 0.245 -0.218 0.446
C 3.328536 1.109538 -3.327881 -0.563 1.396 -0.987 -0.689
H -3.994468 3.254491 0.688162 0.431 0.278 0.285 0.340
H -4.336351 0.860158 3.084362 -0.210 -0.001 0.019 0.455
H 1.719940 2.407652 4.554901 0.360 -0.464 -0.282 0.373
H 1.333176 -0.860815 -3.327124 0.007 -0.210 -0.225 0.051
O 1.299752 -2.688426 3.600563 0.218 0.013 0.507 -0.529
C 2.578693 -2.784781 0.648414 0.035 -1.010 -0.169 -1.159
H -1.233768 -5.758339 0.987605 0.247 -0.063 0.128 0.307
H 0.295604 -2.044189 -4.136990 -0.010 -0.078 -0.268 0.613
H -5.586646 2.598715 0.957298 -0.397 0.176 0.188 0.359
C -0.697662 -0.486797 -3.043731 -0.100 0.957 -1.224 0.554
C 2.318061 1.736753 -2.544466 -0.239 0.076 -0.206 1.147
H -5.441816 -0.521067 -0.923131 -0.195 0.078 -0.598 0.323
H 0.533673 1.301800 0.321358 0.165 0.048 0.087 -0.011
H 0.729462 0.798332 2.961220 -0.079 -0.001 0.050 0.311
N -1.193668 -0.378523 -1.845778 -0.388 0.074 1.082 0.170
O -0.639602 -3.668638 2.420831 -0.074 -0.564 0.049 -0.357
C -2.205380 0.501998 -1.554725 0.017 -0.150 -0.128 1.172
Rh -1.034600 -0.924509 0.541658 -1.072 0.268 -0.977 0.611
Ge 1.952790 -0.998637 0.710892 -0.843 0.306 1.071 1.463
H -6.109066 -0.567529 0.703752 -0.145 -0.126 -0.015 0.399
H 2.027430 -3.318986 1.419654 0.187 -0.053 0.050 0.226
C 0.893301 1.772855 -0.590472 0.916 -1.650 0.681 0.143
H 1.590838 -2.653083 4.529330 -0.342 -0.032 -0.487 0.316
O -0.360435 -3.062301 -0.028741 0.332 -0.176 -0.101 -0.469
H 4.628699 -0.511144 1.823688 -0.088 0.009 -0.070 0.347
C -2.160742 1.277345 -3.792745 -0.040 -0.042 0.478 -0.498
C -2.730740 1.362705 -2.522652 0.508 -0.112 -1.290 -0.777
C 1.573294 2.846469 -3.041985 1.468 -1.091 -0.159 -0.885
C -4.688915 2.499471 0.363151 -0.380 0.160 -0.471 -1.204
C 2.368168 1.748332 3.954999 0.250 0.746 0.536 -0.652
C 3.876070 -0.080967 -2.963214 -0.016 -1.371 1.651 -0.927
H 3.626101 1.569230 -4.278187 -0.149 -0.093 0.392 0.377
H -4.938413 2.731497 -0.666076 -0.196 -0.017 -0.234 0.364
H -3.519412 2.063870 -2.288003 0.034 -0.071 -0.007 0.267
O -1.830899 -5.069941 0.692988 -0.148 0.273 0.004 -0.562
H 0.548595 -2.122381 -2.390988 -0.269 -0.015 0.156 -0.073
H -4.680342 -1.540578 0.277435 0.051 0.079 0.122 0.226
H 4.243434 2.550899 4.746865 -0.237 -0.145 -0.124 0.380
C 2.602607 0.075224 2.234265 -0.560 -0.283 -0.551 0.397
C 2.555215 -0.104566 -0.913157 -1.273 1.917 0.610 0.257
H 3.851674 -1.675966 -1.518877 0.118 0.114 0.049 0.379
O -2.557686 -2.653071 1.066032 0.211 -0.253 -0.130 -0.468
P -0.287613 -2.442885 3.455542 0.001 0.040 -2.009 0.623
C 3.464595 -0.691656 -1.761992 1.175 -0.302 -1.628 -0.275
H 2.259079 -3.214547 -0.295877 -0.091 -0.070 -0.183 0.387
H 1.802741 3.192360 -4.045331 -0.073 0.128 0.136 0.422
O -0.449613 -1.216891 2.548557 0.425 0.270 0.556 -0.158
H 3.643835 -2.970490 0.755401 0.211 0.224 0.211 0.518
C 1.804762 0.867785 3.051744 -0.372 0.126 -0.257 0.053
C 0.249931 2.892190 -1.026942 -0.567 1.127 -1.083 -1.031
O -0.982550 -2.506793 4.723371 -0.378 -0.135 0.945 -0.761
P -1.371985 -3.575173 0.969861 -0.197 0.686 0.752 0.518
```
Positions in Å, forces in eV/Å.

Summary:
2S+1 ... 6
Lowest unoccupied orbital energy (spin up / spin down) ... -1.413 / -4.850 eV
Relative energy (zero: lowest compared OMol25 entry of this formula, charge and spin) ... 33.1 kcal per mole
DFT total energy ... -130777.8558 eV



No. 3
A structure of composition C26H32N4O4PSTl. Source: the Open Molecules 2025 dataset; level of theory: ωB97M-V/def2-TZVPD.

```
69
Properties=species:S:1:pos:R:3:forces:R:3:mulliken_charge:R:1
C -10.017489 -7.550565 11.972798 1.101 -1.698 2.845 -0.652
H -12.710017 -16.252743 13.494555 0.246 0.119 0.197 0.365
H -11.172861 -14.944885 16.649742 0.113 -0.139 -0.697 0.376
O -2.472843 -9.959265 15.506274 -1.744 2.571 -2.523 -0.419
C 0.738415 -12.064318 16.797311 -0.601 -1.273 1.485 -2.104
H 0.338352 -15.164426 16.139968 0.061 -0.672 -0.222 0.777
H -0.328774 -12.987115 19.607888 0.280 -0.141 0.642 0.337
H 0.891669 -13.269582 15.138676 -0.372 -0.661 0.292 0.522
H -10.186638 -10.953118 12.331701 0.114 -0.289 -0.289 0.094
O -3.337365 -8.094243 14.483467 -1.159 -3.672 0.504 -0.582
H -1.461779 -13.101043 14.478485 -0.601 -0.247 -0.242 0.504
H -7.724308 -15.039377 15.714387 0.690 -0.027 0.057 0.262
P -2.242456 -11.418525 16.099784 -1.959 -2.373 3.243 0.773
S -8.955968 -8.963527 14.050562 0.275 -0.259 1.062 -0.444
H -13.149229 -14.706746 12.862318 0.602 0.056 -0.253 0.384
C -11.407045 -15.466880 15.690759 0.273 0.238 2.366 -1.608
H -11.400835 -15.254384 12.819165 -0.253 0.237 0.220 0.357
N 0.146828 -13.134014 15.839350 1.042 3.760 -1.035 0.250
H -4.385163 -12.770045 14.271270 -0.243 -1.495 1.294 0.293
C -0.980441 -12.347402 15.074462 1.918 -0.039 -0.882 -1.256
C -3.575881 -9.280532 14.685689 3.586 2.591 0.782 0.161
N 0.071624 -14.265205 18.018836 -3.763 5.716 -5.278 0.495
H -1.911047 -10.618260 18.292681 0.240 -0.043 0.278 0.449
N -10.817010 -12.457916 14.162967 -0.522 -0.282 0.116 -0.278
H 0.874612 -11.163094 16.197419 -0.332 -0.008 0.154 0.523
H -13.976305 -14.977694 15.930295 -0.249 -0.039 0.145 0.384
H 1.007799 -14.880465 19.776384 -0.212 -0.265 -1.217 0.094
C -0.641472 -13.115064 18.586917 -0.160 -0.774 -0.614 -0.668
C -5.057979 -13.974731 17.532166 1.770 -0.091 -1.623 -1.229
H -10.823535 -10.671366 9.861593 -0.164 -1.192 -0.584 0.437
C -10.157411 -10.022365 11.784421 0.438 0.711 1.408 -0.250
C -11.482945 -13.349041 14.462288 1.927 1.626 -0.039 -0.427
O -4.510809 -10.938565 13.258204 0.632 0.176 -0.006 -0.699
C -12.184294 -14.540876 14.789159 -1.048 -1.312 -0.907 2.109
H -4.709696 -14.014767 18.561940 0.195 0.388 -0.313 0.286
C 0.687727 -15.162778 18.739164 3.369 -3.412 3.634 -0.670
C -10.506182 -9.879714 10.475224 -0.073 3.437 -0.998 -0.471
C -5.949316 -14.124318 14.840742 -2.561 -2.062 0.402 -0.876
C -9.743586 -8.895529 12.561945 -1.140 2.152 -1.911 0.396
C -4.819314 -13.456706 15.078059 2.655 1.592 0.224 -0.516
C -4.303556 -13.351169 16.440896 -2.089 1.078 0.011 2.045
H -0.654991 -9.906460 17.185578 0.126 -0.479 0.715 0.337
H -1.305872 -14.384326 16.445487 -0.685 -0.695 -0.363 0.379
H -1.752571 -13.226931 18.557643 0.527 0.108 -0.063 0.249
H -11.968469 -16.345751 16.067167 -0.060 0.351 -0.818 0.382
H -14.210399 -13.546324 14.818521 0.614 -1.129 -0.026 0.370
H -10.662817 -8.473331 8.784908 -0.193 0.013 0.481 0.288
C -3.435353 -12.340259 16.796039 2.976 1.468 -0.529 -1.023
C -6.719551 -14.623467 15.903033 -0.444 -0.557 -0.489 -0.266
C -4.717024 -10.123627 14.153455 -2.695 0.551 0.598 1.198
H 0.879235 -16.152092 18.364441 -0.317 -0.181 0.132 0.074
C -10.532516 -8.556263 9.871282 0.000 -1.981 -0.034 -0.394
H -9.855518 -6.670317 12.658984 -0.118 -1.040 -0.952 0.234
C -1.161398 -10.831965 17.534655 -1.322 0.110 -2.156 -1.200
H -10.472841 -15.792270 15.269629 0.361 -0.117 -0.289 0.391
H -6.734923 -15.158516 17.949023 -0.295 0.229 0.238 0.302
C -0.238020 -14.357657 16.551603 0.398 -0.257 3.515 -1.623
H -6.359282 -14.414048 13.881139 0.232 0.761 -0.480 0.427
C -6.202559 -14.592656 17.191847 -1.520 -1.086 0.271 -0.295
H 1.757118 -12.335159 17.170581 -0.808 -0.576 -0.230 1.014
C -12.334137 -15.223690 13.391632 -1.508 -0.422 0.232 -1.534
H -10.431480 -6.436408 10.269311 -0.080 0.281 -0.417 0.315
Tl -7.390312 -11.493385 14.031343 -0.616 0.256 -0.291 0.592
C -13.494996 -14.128054 15.465453 -0.674 2.379 0.221 -1.613
O -5.858809 -9.793201 14.663468 2.396 -0.401 -0.357 -0.730
N -0.271661 -11.915524 17.819333 2.176 0.711 -0.328 0.158
H -13.315601 -13.272323 16.208122 0.166 -1.666 -0.430 0.340
H -0.388000 -11.702167 14.348446 -0.683 -0.510 0.793 0.405
C -10.337635 -7.432042 10.663806 -0.239 -0.104 -0.676 -0.297
```
Positions in Å, forces in eV/Å.

Summary:
Lowest unoccupied orbital energy (spin up / spin down) ... 3.533 / 3.533 eV
Relative energy (zero: lowest compared OMol25 entry of this formula, charge and spin) ... 122.5 kcal per mole
Charge ... -2
DFT total energy ... -66440.1201 eV